No. 1
C26H36N5O2RuSSbSe2 | ωB97M-V with the def2-TZVPD basis set

Its total charge is +2. The calculated total energy comes out at -6972.30423 hartree. The calculation puts the largest force on an atom at 0.53 eV/Å.

XYZ file:
```
74
C26H36N5O2RuSSbSe2, DFT ωB97M-V with the def2-TZVPD basis set
Ru -0.60669 -0.55801 0.57336
C -1.94058 1.77259 0.84479
C -2.96296 0.74839 1.24524
C -4.26338 1.05393 1.60597
C -5.09654 0.03396 2.02794
C -4.57960 -1.24953 2.15693
C -3.26851 -1.49264 1.78351
N -2.51361 -0.51406 1.27342
Sb -2.21214 -3.22131 2.43241
C -0.63875 -2.02392 3.28195
C -0.29935 -2.44492 4.55394
C 0.60991 -1.71681 5.30789
C 1.07995 -0.54931 4.76728
C 0.70335 -0.16155 3.48066
C 1.21067 1.16444 3.02021
N -0.09407 -0.91734 2.70228
C -1.07778 -3.59491 0.67913
C -1.05971 -4.93189 0.32536
C -0.25923 -5.35933 -0.72097
C 0.47463 -4.40265 -1.37411
C 0.40992 -3.06165 -0.99489
C 1.23174 -2.11678 -1.80386
N -0.34730 -2.64365 0.04478
H -1.99833 2.64748 1.49335
H -2.04186 2.08188 -0.19295
H -0.88864 1.41994 0.98282
H -4.60190 2.08052 1.56674
H -6.12265 0.24124 2.30089
H -5.18358 -2.04803 2.56636
H -0.75815 -3.33419 4.96619
H 0.90331 -2.03846 6.29820
H 1.74124 0.09852 5.32696
H 0.96889 1.91501 3.77507
H 0.79434 1.47027 2.06850
H 2.29594 1.11591 2.92970
H -1.66487 -5.63805 0.87862
H -0.21923 -6.39992 -1.01385
H 1.11274 -4.66387 -2.20722
H 1.28820 -2.46829 -2.83349
H 2.25100 -2.07606 -1.41823
H 0.80767 -1.12126 -1.80695
O 4.84591 3.90181 -1.12638
C 3.94254 4.42137 -0.16770
C 2.72081 3.48685 -0.10699
C 1.72065 4.07491 0.89494
O 2.25851 4.30421 2.17941
C 3.21921 2.09539 0.29387
Se 2.08087 0.57869 -0.33034
C 2.09779 3.43351 -1.49913
Se 0.73562 2.04842 -1.54981
H 5.63170 4.45554 -1.16174
H 3.59506 5.42188 -0.44815
H 4.39690 4.48810 0.82321
H 0.82320 3.44776 0.93943
H 1.40923 5.05659 0.53291
H 2.47484 3.47153 2.60510
H 3.40737 2.01023 1.35986
H 4.15495 1.89655 -0.22339
H 2.85471 3.25776 -2.25777
H 1.56676 4.35971 -1.72652
C 0.18474 -0.31926 -5.08126
N -0.42123 -0.08587 -3.77015
C -1.40602 -0.72685 -3.17172
S -1.88495 -0.40155 -1.51825
N -2.17880 -1.61468 -3.79073
C -2.36257 -1.85826 -5.22283
H 1.12475 0.22598 -5.09891
H -0.43823 0.04787 -5.89336
H 0.40320 -1.37453 -5.23137
H -0.00140 0.65628 -3.22451
H -2.83280 -2.06323 -3.16924
H -2.49594 -0.92523 -5.76569
H -3.27154 -2.44201 -5.33458
H -1.53994 -2.42516 -5.65211
```

=====

No. 2
C23H22F9IrN4O3S2 | ωB97M-V with the def2-TZVPD basis set

As for the spin multiplicity: 2. Its total charge is -1. The calculated total energy comes out at -3134.06701 hartree. The expectation value of S² is 0.7621. The calculation puts the energy above the lowest of the compared OMol25 structures with the same formula, charge and spin at 0.0 kcal/mol. The calculation puts the largest force on an atom at 0.86 eV/Å.

XYZ file:
```
64
C23H22F9IrN4O3S2, DFT ωB97M-V with the def2-TZVPD basis set
Ir -0.38726 -0.43819 -1.09713
C 1.44269 -4.23661 -0.43405
C 1.27348 -2.73811 -0.44265
O 0.04089 -2.35347 -0.49758
C 2.36561 -1.91565 -0.38722
C 2.37670 -0.49446 -0.17518
C 3.67999 0.10206 0.27818
N 1.34431 0.28903 -0.30617
N 1.61643 1.62655 -0.03206
C 0.65063 2.34966 0.51677
O -0.51640 2.04232 0.80603
C 1.10512 3.77170 0.80854
C 0.22402 4.60821 1.48560
C 0.57615 5.91708 1.78519
C 1.81701 6.40865 1.40313
C 2.70130 5.57981 0.72316
C 2.34931 4.27023 0.43067
H 0.54485 -4.68774 -0.01395
H 2.31285 -4.54319 0.14480
H 1.56091 -4.60243 -1.45747
H 3.32952 -2.40237 -0.32569
H 4.46641 -0.65135 0.26213
H 3.57348 0.49816 1.28942
H 3.94903 0.94963 -0.35137
H -0.73705 4.19533 1.76464
H -0.11871 6.55628 2.31770
H 2.09484 7.43078 1.63316
H 3.67166 5.95775 0.42136
H 3.02816 3.61140 -0.09366
C -0.73668 2.82476 -4.34147
C -0.43980 1.58781 -3.53415
S -0.97142 1.59917 -1.90728
C 0.26355 0.53416 -4.04507
C 0.80206 0.49175 -5.44602
S 0.60689 -0.82486 -3.05031
H -1.24836 3.56110 -3.72313
H -1.37846 2.59529 -5.19615
H 0.17899 3.28224 -4.72226
H 0.32469 1.23334 -6.08514
H 0.64762 -0.49393 -5.88841
H 1.87835 0.68452 -5.45389
F -1.18547 1.03023 3.24836
C -2.20623 0.28672 2.83122
F -3.06184 1.07572 2.17711
F -2.85598 -0.14025 3.94565
C -1.74355 -0.90781 1.90948
O -1.62418 -0.51818 0.65016
C -2.86825 -2.00336 1.95299
F -2.96553 -2.67230 3.11720
F -4.07839 -1.44385 1.72197
F -2.68614 -2.91302 0.99150
C -0.45851 -1.52621 2.56890
F -0.51742 -1.51634 3.92006
F 0.62664 -0.84957 2.21360
F -0.27529 -2.81256 2.22051
N -4.30184 -1.70654 -1.85160
C -3.68306 -2.72126 -2.55240
C -2.35483 -2.44278 -2.50047
N -2.17118 -1.28983 -1.78057
C -3.35296 -0.86907 -1.39760
H -5.27996 -1.63159 -1.64105
H -4.23010 -3.53073 -2.99917
H -1.51895 -2.98608 -2.90295
H -3.52646 -0.01710 -0.76315
```

=====

No. 3
C19H24N6O3PPtS | ωB97M-V with the def2-TZVPD basis set

Its total charge is +1. The calculated total energy comes out at -2151.37048 hartree. The calculation puts the energy above the lowest of the compared OMol25 structures with the same formula, charge and spin at 4.8 kcal/mol. The calculation puts the largest force on an atom at 1.14 eV/Å.

XYZ file:
```
55
C19H24N6O3PPtS, DFT ωB97M-V with the def2-TZVPD basis set
Pt 1.81629 -0.64626 -0.25483
S 0.52812 -1.02818 1.77229
C 0.05837 -2.55797 1.05863
C -0.69650 -3.51986 1.73535
C -1.01654 -4.68974 1.07673
C -0.58263 -4.89108 -0.23075
C 0.16387 -3.89684 -0.82666
N 0.47238 -2.75645 -0.19848
H -1.01063 -3.34009 2.75377
H -1.59619 -5.45113 1.58163
H -0.81204 -5.79910 -0.76909
H 0.53101 -4.00020 -1.84058
C -1.63310 -0.40366 -1.44534
C -0.75314 0.79068 -1.38466
N 0.50529 0.81854 -0.96677
C 0.94089 2.13043 -1.05838
C -0.05927 2.88924 -1.55555
N -1.12183 2.03257 -1.75309
C -2.43617 2.45032 -2.23916
N -2.92659 3.55432 -1.48326
N -2.96116 4.79731 -2.04464
N -3.36677 5.63699 -1.18239
C -3.60339 4.97022 0.00693
C -4.04519 5.44694 1.24332
C -4.16754 4.52911 2.25993
C -3.85995 3.16647 2.06521
C -3.42623 2.68249 0.85090
C -3.31251 3.62209 -0.17620
H -1.06707 -1.27275 -1.12482
H -1.99579 -0.57529 -2.45944
H -2.49611 -0.29431 -0.78649
H 1.92771 2.42797 -0.75108
H -0.12772 3.94132 -1.77045
H -3.11167 1.59955 -2.17099
H -2.36372 2.78063 -3.27375
H -4.27664 6.49373 1.38144
H -4.50509 4.85337 3.23451
H -3.96848 2.48319 2.89679
H -3.18982 1.63569 0.71174
C 5.10157 0.16315 0.49626
O 4.73140 -1.11126 1.04223
P 3.52820 -1.93557 0.42687
O 3.37794 -3.10472 1.46374
C 3.32879 -2.90708 2.89499
O 4.16793 -2.70203 -0.79898
C 3.54294 -2.91211 -2.07096
H 5.82411 0.59613 1.18016
H 4.22926 0.81659 0.42557
H 5.55926 0.03552 -0.48461
H 3.40326 -3.89802 3.33121
H 2.39273 -2.43629 3.17832
H 4.17198 -2.29925 3.21566
H 3.38673 -3.98008 -2.20315
H 4.21501 -2.54242 -2.84100
H 2.58443 -2.39281 -2.13866
```

=====

No. 4
C10H14NO10Re | ωB97M-V with the def2-TZVPD basis set

As for the spin multiplicity: 2. Its total charge is +1. The calculated total energy comes out at -1274.71698 hartree. The expectation value of S² is 0.7533. The calculation puts the energy above the lowest of the compared OMol25 structures with the same formula, charge and spin at 3.0 kcal/mol. The calculation puts the largest force on an atom at 0.48 eV/Å.

XYZ file:
```
36
C10H14NO10Re, DFT ωB97M-V with the def2-TZVPD basis set
Re 0.44515 -0.00895 -0.02057
O -0.76368 1.35299 -1.87144
C -0.91128 0.53271 -3.03414
C -0.99743 -0.89821 -2.54644
N 0.18684 -1.25063 -1.71178
C 1.45342 -1.12828 -2.49654
C 2.07600 0.25653 -2.30742
O 2.69925 0.83616 -3.13693
O 1.89369 0.72873 -1.04853
C 0.05040 -2.60827 -1.13002
C 0.99805 -2.74874 0.06217
O 1.44867 -3.76236 0.46689
O 1.24230 -1.53762 0.69601
H -0.55659 2.26373 -2.11094
H -0.07273 0.68312 -3.71840
H -1.83232 0.78211 -3.56429
H -1.06093 -1.58743 -3.39221
H -1.87918 -1.02744 -1.92003
H 1.28457 -1.34257 -3.55088
H 2.17516 -1.85439 -2.11608
H 0.25198 -3.39516 -1.85776
H -0.97237 -2.71522 -0.76393
O 1.84603 2.54420 3.12240
C 1.16697 2.08204 2.11229
O 1.18567 0.89733 1.79035
C 0.36301 3.10550 1.34751
O -0.58538 2.44046 0.55170
C -1.86033 2.21132 1.14614
C -2.31028 0.75714 0.98198
O -3.38766 0.38939 1.32176
O -1.41132 -0.07906 0.41967
H 2.38632 1.83743 3.52115
H 1.05848 3.63015 0.68675
H -0.07582 3.83807 2.02643
H -2.60075 2.85650 0.67364
H -1.84828 2.43181 2.21606
```

=====

No. 5
C21H49Cl2N6O5P | ωB97M-V with the def2-TZVPD basis set

The calculated total energy comes out at -2795.88204 hartree. The calculation puts the largest force on an atom at 3.17 eV/Å.

XYZ file:
```
84
C21H49Cl2N6O5P, DFT ωB97M-V with the def2-TZVPD basis set
C 2.90295 0.81888 -1.62992
C 1.36330 0.97515 -1.25454
Cl 0.94273 1.33167 0.46790
C 0.36060 0.84103 -2.20560
Cl 0.90625 0.42247 -3.90714
P -1.52764 1.03188 -1.94440
C -3.42094 1.32484 -1.84704
C -3.88660 2.76384 -2.34467
C -2.91504 3.96202 -1.97011
N -1.91766 4.29842 -3.01700
H 3.16152 -0.21970 -1.97187
H 3.53408 1.10969 -0.74561
H 3.12538 1.57823 -2.44253
H -1.61221 1.44038 -3.33663
H -1.71274 -0.35836 -1.64098
H -1.37381 1.95976 -0.86819
H -3.87326 0.56755 -2.57062
H -3.79740 1.03739 -0.81979
H -4.87507 2.98840 -1.82599
H -4.09720 2.81896 -3.45706
H -2.42638 3.83697 -0.94513
H -3.57493 4.88493 -1.85839
H -1.29481 5.03550 -2.65599
H -1.29036 3.51749 -3.22813
C 4.41834 2.62852 1.55826
N 5.59760 2.56957 2.39792
C 6.62120 1.58431 2.10706
C 5.77565 3.41001 3.45195
O 6.74018 3.40934 4.19089
H 3.90255 1.66539 1.59996
H 4.72424 2.83482 0.52884
H 3.73753 3.41277 1.89269
H 6.75111 0.93297 2.97434
H 7.56677 2.09452 1.91026
H 6.33953 0.98766 1.23971
H 4.94243 4.11809 3.58621
C 0.00414 -0.44895 3.50561
N -1.12029 -0.44300 4.41879
C -1.10212 -1.33098 5.56584
C -2.19371 0.37010 4.23416
O -3.16489 0.42287 4.96088
H 0.11645 -1.45018 3.08197
H 0.91123 -0.18028 4.05294
H -0.15055 0.26541 2.69757
H -1.96354 -2.00061 5.51638
H -1.17354 -0.73877 6.48069
H -0.18330 -1.91635 5.57932
H -2.10716 1.00279 3.33531
C -1.02723 -4.34059 -4.26454
N -2.12105 -3.53149 -3.76493
C -3.48527 -3.93818 -4.04925
C -1.91010 -2.40722 -3.04077
O -2.78536 -1.68449 -2.59331
H -1.08693 -4.38561 -5.35443
H -1.11390 -5.34782 -3.85226
H -0.06439 -3.91673 -3.97634
H -3.98998 -3.14283 -4.60183
H -4.01587 -4.09990 -3.10868
H -3.49406 -4.85524 -4.63690
H -0.84105 -2.18856 -2.88236
C 1.87775 -6.58598 -0.97541
N 0.76886 -7.43196 -1.36783
C 0.26155 -8.41123 -0.42466
C 0.18797 -7.33782 -2.59210
O -0.74180 -8.01522 -2.98210
H 2.73869 -7.21346 -0.73281
H 1.59124 -6.00513 -0.09527
H 2.14982 -5.90301 -1.78058
H 0.34776 -9.40884 -0.86039
H -0.79300 -8.20761 -0.22674
H 0.82397 -8.36877 0.50740
H 0.64777 -6.56620 -3.23029
C -2.13688 4.60284 1.84754
N -0.84932 5.10115 2.28741
C -0.80242 6.26986 3.14631
C 0.31649 4.50805 1.92117
O 1.42644 4.87672 2.25781
H -2.65058 5.38526 1.28353
H -2.73423 4.33255 2.72185
H -2.01737 3.72487 1.21190
H -0.22393 7.05491 2.65455
H -0.30736 6.00783 4.08385
H -1.80927 6.63131 3.35246
H 0.17241 3.63114 1.26994
```